# 1
Computed, not measured: a 7-piece molecular cluster, C14H42O11 overall, with ωB97M-V with the def2-TZVPD basis set.

XYZ file:
```
67
C14H42O11 ωB97M-V with the def2-TZVPD basis set
O -6.144 0.861 0.930
C -6.428 1.748 1.941
C -6.194 1.125 3.350
O -6.924 -0.054 3.607
H -5.186 0.792 0.931
H -5.759 2.595 1.789
H -7.455 2.102 1.854
H -6.410 1.833 4.150
H -5.130 0.941 3.496
H -7.876 0.071 3.605
O 6.383 1.132 -0.074
C 5.767 0.299 0.850
C 4.618 1.086 1.524
O 5.139 2.053 2.474
H 7.333 1.125 0.066
H 5.401 -0.657 0.475
H 6.487 -0.020 1.604
H 4.000 0.427 2.135
H 3.929 1.576 0.837
H 5.509 2.768 1.952
O 3.959 -1.791 -4.421
C 3.579 -2.078 -5.706
C 3.172 -0.805 -6.551
O 4.347 -0.187 -6.975
H 3.224 -1.350 -3.988
H 4.368 -2.653 -6.192
H 2.703 -2.724 -5.650
H 2.450 -0.201 -6.001
H 2.567 -1.006 -7.435
H 4.470 0.492 -6.308
O 0.897 -0.014 -1.367
C -0.029 1.088 -1.643
C -0.842 1.524 -0.463
O -1.547 0.438 0.075
H 0.634 -0.400 -0.528
H 0.612 1.920 -1.933
H -0.759 0.960 -2.443
H -1.533 2.325 -0.728
H -0.193 1.845 0.352
H -0.909 -0.020 0.627
C 0.996 -2.396 4.887
C -0.008 -2.754 3.794
O 0.541 -2.563 2.492
H 0.415 -2.508 5.802
H 1.286 -1.347 4.934
H 1.864 -3.054 4.938
H -0.843 -2.053 3.769
H -0.492 -3.718 3.953
H 0.833 -3.390 2.102
C -1.688 -3.609 -4.526
C -1.479 -5.113 -4.272
O -1.900 -5.793 -5.364
H -2.683 -3.512 -4.961
H -0.892 -3.129 -5.096
H -1.743 -3.115 -3.556
H -2.065 -5.406 -3.401
H -0.431 -5.383 -4.143
H -1.639 -5.335 -6.167
C -0.741 5.372 3.087
C -1.605 4.624 4.131
O -2.831 5.225 4.399
H -0.438 6.345 3.472
H -1.269 5.422 2.134
H 0.258 4.961 2.940
H -1.080 4.600 5.086
H -1.624 3.538 4.043
H -2.971 4.929 5.302
```

Spin multiplicity: 1
DFT total energy: -37716.2663 eV
SMILES: OCCO.OCCO.OCCO.OCCO.CCO.CCO.CCO
Net charge: 0

Charges obtained by natural (NBO) population analysis, quoted in units of e:
1 O -0.699
2 C -0.085
3 C -0.087
4 O -0.720
5 H 0.465
6 H 0.160
7 H 0.168
8 H 0.158
9 H 0.169
10 H 0.470
11 O -0.723
12 C -0.089
13 C -0.090
14 O -0.727
15 H 0.477
16 H 0.164
17 H 0.169
18 H 0.178
19 H 0.174
20 H 0.465
21 O -0.707
22 C -0.075
23 C -0.103
24 O -0.703
25 H 0.466
26 H 0.187
27 H 0.138
28 H 0.155
29 H 0.173
30 H 0.469
31 O -0.715
32 C -0.094
33 C -0.093
34 O -0.711
35 H 0.458
36 H 0.176
37 H 0.172
38 H 0.189
39 H 0.157
40 H 0.461
41 C -0.634
42 C -0.067
43 O -0.743
44 H 0.208
45 H 0.215
46 H 0.210
47 H 0.172
48 H 0.170
49 H 0.471
50 C -0.651
51 C -0.050
52 O -0.715
53 H 0.214
54 H 0.203
55 H 0.214
56 H 0.170
57 H 0.151
58 H 0.463
59 C -0.638
60 C -0.064
61 O -0.705
62 H 0.215
63 H 0.212
64 H 0.217
65 H 0.143
66 H 0.152
67 H 0.467

# 2
Computed, not measured: C14H20I2IrN5O6 as an isolated structure, with ωB97M-V with the def2-TZVPD basis set.

XYZ file:
```
48
C14H20I2IrN5O6 ωB97M-V with the def2-TZVPD basis set
Ir 0.133 2.523 0.355
O -2.124 3.950 3.512
C -1.566 3.464 2.454
O -0.340 3.302 2.327
C -2.494 3.097 1.346
C -3.872 3.106 1.310
C -4.494 2.636 0.147
C -3.749 2.161 -0.926
C -2.364 2.178 -0.825
N -1.814 2.656 0.280
C -1.350 1.650 -1.843
O -1.719 1.064 -2.813
O -0.073 1.894 -1.530
H -1.482 4.168 4.214
H -4.445 3.461 2.156
H -5.575 2.631 0.090
H -4.213 1.774 -1.824
N 1.750 0.369 1.504
C 1.495 -0.825 0.820
C 1.541 -2.087 1.681
C 1.160 -3.459 1.122
C 2.080 -4.082 0.070
N 1.912 -3.583 -1.301
C 0.977 -4.025 -2.151
N 0.019 -4.846 -1.738
N 0.996 -3.624 -3.420
C -0.174 -0.605 0.296
O -0.484 -1.531 -0.397
O -0.724 0.412 0.744
H 2.722 0.659 1.506
H 1.413 0.343 2.463
H 2.033 -0.868 -0.125
H 0.924 -1.906 2.567
H 2.573 -2.123 2.050
H 0.128 -3.460 0.773
H 1.184 -4.131 1.983
H 1.934 -5.165 0.063
H 3.128 -3.939 0.334
H 2.688 -3.092 -1.715
H -0.003 -5.205 -0.800
H -0.667 -5.207 -2.381
H 1.755 -3.076 -3.788
H 0.323 -3.967 -4.086
I 0.260 4.935 -0.538
C 2.338 4.856 -1.026
I 2.960 2.937 -0.374
H 2.852 5.629 -0.465
H 2.448 4.956 -2.100
```

Spin multiplicity: 2
DFT total energy: -53592.3416 eV
Net charge: +3

Charges obtained by natural (NBO) population analysis, quoted in units of e:
1 Ir 1.025
2 O -0.578
3 C 0.810
4 O -0.609
5 C 0.042
6 C -0.130
7 C -0.113
8 C -0.136
9 C 0.120
10 N -0.365
11 C 0.733
12 O -0.492
13 O -0.696
14 H 0.543
15 H 0.280
16 H 0.274
17 H 0.286
18 N -0.769
19 C -0.016
20 C -0.435
21 C -0.428
22 C -0.239
23 N -0.574
24 C 0.685
25 N -0.753
26 N -0.749
27 C 0.841
28 O -0.387
29 O -0.683
30 H 0.410
31 H 0.406
32 H 0.230
33 H 0.240
34 H 0.252
35 H 0.230
36 H 0.260
37 H 0.227
38 H 0.239
39 H 0.418
40 H 0.429
41 H 0.438
42 H 0.427
43 H 0.435
44 I 0.624
45 C -0.681
46 I 0.382
47 H 0.273
48 H 0.274

# 3
Computed, not measured: one molecule with the formula C10H19N3O4S, with ωB97M-V with the def2-TZVPD basis set.

XYZ file:
```
37
C10H19N3O4S ωB97M-V with the def2-TZVPD basis set
C 6.239 -0.959 -0.751
S 4.637 -1.628 -0.873
C 3.701 -0.175 -0.258
C 2.243 -0.298 -0.258
C 1.481 0.838 0.455
N 0.063 0.664 0.311
C -0.632 -0.370 0.784
O -0.142 -1.269 1.445
C -2.130 -0.574 0.414
N -2.869 -1.496 1.393
C -2.789 0.766 0.272
C -4.356 0.480 0.189
C -4.927 -0.133 -1.137
N -4.909 -1.524 -1.195
O -5.281 0.720 -1.990
C 1.753 2.239 -0.073
O 0.962 2.806 -0.894
O 2.620 3.012 0.469
H 6.920 -1.578 -1.537
H 6.536 0.065 -1.129
H 6.505 -1.182 0.325
H 3.966 0.254 0.811
H 3.958 0.687 -0.863
H 1.945 -0.481 -1.356
H 1.737 -1.209 0.187
H 1.610 0.767 1.604
H -0.411 1.377 -0.214
H -2.008 -1.057 -0.642
H -3.507 -1.053 2.264
H -1.982 -2.001 1.874
H -2.632 1.342 1.196
H -2.291 1.158 -0.574
H -4.683 -0.108 1.128
H -4.932 1.406 0.154
H -4.386 -2.063 -0.495
H -5.508 -1.895 -2.007
H 3.497 2.471 0.972
```

Spin multiplicity: 1
DFT total energy: -34171.2665 eV
SMILES: CSCC[C@H](NC(=O)[C@@H](N)CCC(N)=O)C(=O)O
Net charge: 0

Charges obtained by natural (NBO) population analysis, quoted in units of e:
1 C -0.818
2 S 0.261
3 C -0.528
4 C -0.451
5 C -0.150
6 N -0.616
7 C 0.676
8 O -0.660
9 C -0.116
10 N -0.912
11 C -0.408
12 C -0.499
13 C 0.675
14 N -0.862
15 O -0.625
16 C 0.767
17 O -0.598
18 O -0.628
19 H 0.246
20 H 0.236
21 H 0.230
22 H 0.173
23 H 0.203
24 H 0.227
25 H 0.266
26 H 0.235
27 H 0.437
28 H 0.211
29 H 0.379
30 H 0.414
31 H 0.212
32 H 0.214
33 H 0.209
34 H 0.243
35 H 0.441
36 H 0.415
37 H 0.501

# 4
Computed, not measured: a 2-piece molecular cluster, C2H4BrN overall, with ωB97M-V with the def2-TZVPD basis set.

XYZ file:
```
8
C2H4BrN ωB97M-V with the def2-TZVPD basis set
C 0.017 -0.022 0.159
C 0.807 1.145 -0.154
N 1.107 2.221 -0.468
H -1.050 -0.009 0.119
H 0.322 -0.492 1.175
H 0.257 -0.879 -0.459
Br 3.507 -0.438 -0.094
H 3.129 0.307 -1.180
```

Spin multiplicity: 1
DFT total energy: -73670.6409 eV
SMILES: CC#N.Br
Net charge: 0

Charges obtained by natural (NBO) population analysis, quoted in units of e:
1 C -0.746
2 C 0.277
3 N -0.320
4 H 0.260
5 H 0.259
6 H 0.258
7 Br -0.191
8 H 0.203

The evaluated M for the records listed, in turn: 386.48; 800.37; 277.35; 121.96 Da.